7
Properties=species:S:1:pos:R:3:forces:R:3 method="wB97M-V/def2-TZVPD" homo_ev=-18.6 orbital_gap_ev=13.564 energy_ev=-3618.978 total_charge=+1 smiles=C#[N+]C
C 0.5323 1.3251 0.5845 1.67 1.62 1.74
C -0.4245 -0.7444 -0.3560 0.31 -2.08 -2.81
N 0.0337 0.3581 0.2246 1.51 5.88 1.23
H 1.2007 2.2698 1.1109 -2.35 -3.00 -1.81
H -1.0853 -0.7142 -1.2119 -0.57 0.88 0.21
H 0.4742 -1.1496 -0.7538 0.84 -1.07 -0.51
H -0.7311 -1.3448 0.4017 -1.41 -2.24 1.96

---

34
Properties=species:S:1:pos:R:3:forces:R:3 method="wB97M-V/def2-TZVPD" homo_ev="-12.1 / -11.9" orbital_gap_ev="7.659 / 8.353" energy_ev=-21946.269 total_charge=+1
C -4.3647 -0.1439 -1.2933 -4.22 2.23 0.89
C 5.8180 -1.0141 -0.0355 -0.99 0.73 0.21
C -0.8997 1.8950 -0.7033 -0.94 -4.26 -3.62
C -1.0323 -1.4863 0.8273 1.84 -0.27 1.16
C -4.1401 0.6091 0.1009 0.02 -1.27 -0.11
C 4.3042 -0.7368 0.0271 -1.50 -2.08 2.13
C -3.0995 -0.1757 0.9947 -2.67 0.41 -1.22
C 4.0159 0.7065 -0.2025 -0.16 1.19 0.46
C -1.0359 0.9965 0.3931 0.31 -0.32 2.94
N 1.4921 -0.2220 0.4935 -0.83 -1.12 0.81
N -1.7845 -0.2971 0.3495 1.52 1.72 -0.21
P 2.0927 0.9726 -0.1805 2.28 1.64 -1.41
H -3.5111 -0.3015 -1.8370 2.35 -0.13 -1.42
H -4.9374 -1.1057 -1.3476 0.50 0.76 0.90
H -5.0466 0.5846 -1.9101 1.44 -1.33 0.88
H 6.1161 -0.6882 0.9333 0.90 0.08 0.81
H 6.0009 -2.0665 -0.1093 0.39 -0.46 -0.31
H 6.3926 -0.3843 -0.7370 -0.46 -0.60 -0.14
H -1.0748 2.8869 -0.5358 -0.07 2.57 0.43
H -1.4509 1.5065 -1.6361 0.13 0.87 1.26
H 0.0904 1.5810 -1.0304 0.80 1.33 -0.43
H -0.2184 -1.6993 0.1331 -0.05 0.35 0.34
H -0.6138 -1.4540 1.8939 -0.70 0.70 -1.68
H -1.6696 -2.3168 0.7974 -1.30 -1.06 -0.09
H -5.1385 0.6855 0.6868 1.84 0.00 -1.03
H -3.6941 1.6199 -0.0855 -0.79 -0.70 0.10
H 3.6260 -1.4314 -0.5927 1.32 1.12 0.57
H 3.9115 -0.9526 1.1631 0.97 0.17 -2.69
H -3.1305 0.2572 1.9707 0.98 0.32 0.63
H -3.4335 -1.1840 1.0745 -0.50 -0.79 0.23
H 4.1635 1.3433 0.7183 0.33 -0.59 -0.70
H 4.7151 1.1093 -0.9856 -1.45 0.11 0.27
H -0.5334 1.3452 1.3326 -1.03 -1.21 -0.59
H -1.9297 -0.4389 -0.6678 -0.23 -0.11 0.63

---

14
Properties=species:S:1:pos:R:3:forces:R:3 method="wB97M-V/def2-TZVPD" homo_ev=-8.7 orbital_gap_ev=9.589 energy_ev=-8370.705 total_charge=0
C -1.7311 -0.4348 -0.1775 -0.05 0.05 -0.03
C -0.3562 -0.6993 0.3616 0.12 0.10 0.22
C 0.1978 0.0115 1.3402 -0.40 -0.10 -0.25
O 1.4342 -0.2804 1.8407 0.09 0.10 0.12
C 1.7007 1.7497 -0.9187 0.93 0.08 0.97
O 2.4786 1.7881 -0.0915 -0.88 0.01 -0.99
H -1.7039 -0.2797 -1.2621 -0.02 -0.02 0.14
H -2.1735 0.4584 0.2777 0.08 -0.14 -0.05
H -2.4084 -1.2771 0.0106 0.12 0.11 -0.02
H 0.5306 -0.2183 -2.4476 -0.02 -0.04 -0.07
H 0.2138 -1.5266 -0.0586 -0.06 0.10 0.07
H -0.3207 0.8543 1.8012 0.08 -0.13 -0.08
H 1.7251 0.4434 2.4051 0.00 -0.13 -0.06
H 0.4130 -0.5894 -3.0810 0.01 0.00 0.03

---

38
Properties=species:S:1:pos:R:3:forces:R:3 method="wB97M-V/def2-TZVPD" homo_ev=-15.8 orbital_gap_ev=7.471 energy_ev=-63659.257 total_charge=+2
C -2.1243 5.1009 -1.3666 -0.61 -0.04 0.46
C -0.9780 4.4076 -1.8699 4.06 -0.45 -2.90
H -2.2180 6.0934 -1.8833 0.27 -0.77 0.25
H -2.0115 5.2266 -0.2711 0.05 0.00 -0.40
H -3.0231 4.4737 -1.5370 0.35 0.23 -0.03
O -0.0214 4.0570 -2.4173 -4.30 1.09 2.73
I -2.0391 1.4646 0.7526 -0.22 0.69 -0.24
Sc -0.0366 -0.1361 0.1110 -2.27 -0.30 2.02
P -1.1003 -1.8830 -1.5611 -0.55 -0.76 -1.34
C -0.1558 -2.9134 -2.7468 0.23 0.22 0.26
C -2.2467 -3.1163 -0.8739 0.08 0.15 0.61
H -2.8807 -3.5348 -1.6666 0.28 0.13 0.12
H -2.8731 -1.6621 -3.1281 0.10 0.43 -0.07
H -2.8701 -2.6504 -0.1023 0.07 -0.19 -0.14
H -2.7291 -0.1823 -2.0881 0.01 -0.28 -0.42
H 0.3333 -3.6987 -2.1567 -0.04 0.02 -0.34
H -1.6445 -3.8996 -0.3985 -0.25 0.11 -0.04
C -2.1832 -0.9312 -2.6845 0.10 0.31 0.15
H -0.8401 -3.3553 -3.4937 0.35 0.18 0.39
H -1.5803 -0.4343 -3.4645 -0.36 -0.18 0.26
H 0.6148 -2.3072 -3.2434 -0.23 -0.28 -0.02
P 1.7569 0.2618 2.0147 1.22 0.52 0.81
C 3.5399 -0.1385 1.8746 -0.23 -0.11 -0.31
C 1.8053 2.0616 2.3095 -0.23 0.09 -0.25
H 0.3220 -0.2620 3.8879 0.21 -0.07 0.06
H 1.9918 0.1175 4.4272 -0.04 -0.10 -0.28
H 1.6008 -1.4683 3.6554 -0.11 0.20 0.13
C 1.3868 -0.3936 3.6678 -0.54 -0.31 -0.13
H 0.7729 2.4437 2.2960 0.44 0.08 0.16
H 2.2604 2.1922 3.2994 -0.10 0.27 -0.29
H 4.1024 0.3570 2.6861 -0.26 -0.28 -0.38
H 3.9229 0.1770 0.8944 0.07 -0.05 0.34
H 2.4070 2.5608 1.5317 -0.23 -0.09 0.37
H 3.6232 -1.2294 1.9557 0.24 0.23 0.02
C 1.7084 -0.9738 -0.7812 6.87 -2.62 -3.91
O 2.6732 -1.3454 -1.3293 -4.71 1.65 2.78
N -0.7199 -2.7043 2.1989 0.30 1.58 -1.20
C -0.5465 -1.7755 1.5010 -0.02 -1.27 0.79

---

110
Properties=species:S:1:pos:R:3:forces:R:3 method="wB97M-V/def2-TZVPD" homo_ev=-11.4 orbital_gap_ev=8.275 energy_ev=-481478.856 total_charge=+1
C -0.9935 -0.5026 5.9993 -0.46 -0.21 -0.58
C -2.0841 -1.1074 5.0514 1.39 -0.21 -0.41
C -1.7197 -0.7152 3.5799 0.49 -0.11 0.38
C -0.4373 -1.4627 3.2263 -1.72 0.80 -0.02
C -0.2897 -2.7293 2.7526 0.47 1.46 0.38
N 1.1117 -2.9000 2.6356 -0.76 -1.04 -0.25
C 1.6933 -1.8093 3.0381 2.53 2.79 1.02
O 3.0165 -1.5093 3.1460 -0.85 -1.22 -0.19
N 0.8245 -0.8651 3.4070 -1.79 -2.35 -0.88
H -1.3753 -0.5005 7.0283 0.46 0.16 -0.25
H -0.0650 -1.1013 5.9337 -0.46 0.10 0.31
H -0.7098 0.5114 5.6557 -0.38 -0.22 0.50
H -3.1055 -0.8349 5.3452 0.35 0.03 -0.23
H -1.9455 -2.2093 5.1077 -0.68 0.76 0.00
H -2.5218 -0.9255 2.8557 0.31 -0.15 0.26
H -1.4877 0.3628 3.4969 -0.33 -0.45 0.10
H -1.0938 -3.4234 2.5281 0.69 -0.15 -0.08
H 1.5910 -3.7423 2.3338 0.01 0.24 0.05
H 3.1491 -1.2108 4.0612 0.35 -0.01 -0.24
H 0.9803 0.0771 3.7413 0.22 -0.13 -0.15
C -1.0950 -4.9634 6.3129 0.04 0.07 -0.04
Cl -2.0607 -3.7247 7.1230 0.05 -0.21 0.29
Cl -1.8756 -5.5268 4.8304 0.05 0.28 -0.18
H -0.1271 -4.5424 6.0594 -0.07 0.03 -0.02
H -0.9677 -5.8032 6.9858 -0.10 0.02 -0.02
C -1.1717 1.6234 0.4779 0.07 -0.08 -0.15
Cl -2.8527 1.2553 0.0887 -0.02 -0.09 -0.05
Cl -1.0409 2.4604 2.0308 0.12 0.03 0.07
H -0.6157 0.6908 0.5316 -0.09 -0.01 0.07
H -0.7549 2.2591 -0.2989 -0.24 -0.06 0.30
C 1.4150 4.8793 -0.7569 0.10 0.27 0.12
Cl 0.4254 5.3008 0.6409 0.13 -0.01 -0.11
Cl 0.8019 3.4248 -1.5644 0.29 0.08 -0.31
H 1.4007 5.7045 -1.4609 -0.13 -0.08 -0.02
H 2.4309 4.6924 -0.4262 -0.08 -0.11 0.03
C 0.6848 2.8263 -5.4286 0.03 0.08 0.04
Cl -0.8639 3.2148 -6.1857 -0.01 0.05 0.06
Cl 1.3141 1.2772 -6.0043 0.05 0.05 0.13
H 1.3991 3.6069 -5.6683 -0.04 -0.06 -0.11
H 0.5452 2.7692 -4.3543 -0.06 -0.06 -0.09
C -1.7948 0.6100 -9.0434 0.12 0.02 -0.01
Cl -1.7834 0.6788 -10.8092 0.06 -0.01 0.04
Cl -3.4395 0.4704 -8.4061 0.02 0.00 0.09
H -1.2213 -0.2528 -8.7230 -0.08 0.00 -0.05
H -1.3453 1.5175 -8.6545 -0.08 0.00 -0.04
C -5.9430 2.7871 1.4158 0.03 -0.03 -0.06
Cl -6.6730 4.1137 0.5074 0.05 -0.04 -0.06
Cl -6.4244 2.8237 3.1170 0.06 -0.10 0.03
H -6.2636 1.8455 0.9813 -0.10 0.06 0.05
H -4.8637 2.8741 1.3566 -0.05 0.09 0.06
C -1.2089 7.8204 2.8677 -0.03 -0.09 -0.10
Cl -1.1925 8.5159 4.4915 -0.04 -0.05 0.07
Cl 0.0056 8.5705 1.8269 -0.04 0.04 0.00
H -0.9987 6.7581 2.9431 0.08 0.06 0.04
H -2.1889 7.9746 2.4288 0.05 0.11 0.05
C -4.7763 -2.2466 0.6491 0.17 -0.05 0.25
Cl -5.5275 -0.9304 -0.2655 0.24 0.01 -0.22
Cl -5.2541 -2.2109 2.3544 0.03 -0.03 0.02
H -5.0863 -3.1938 0.2172 -0.12 0.07 0.04
H -3.6871 -2.1349 0.5830 -1.19 0.06 0.27
C 1.0746 -2.5833 -9.1379 0.00 -0.20 0.00
Cl 1.4581 -1.1436 -8.1859 -0.02 -0.04 0.03
Cl 1.0895 -2.2300 -10.8671 -0.01 -0.06 -0.01
H 1.8114 -3.3519 -8.9287 0.08 0.13 -0.04
H 0.0852 -2.9315 -8.8596 -0.01 0.11 -0.06
C 3.6034 -0.8564 -13.6332 0.06 -0.29 -0.18
Cl 3.7711 0.8950 -13.4521 0.01 0.00 0.14
Cl 3.4198 -1.3187 -15.3314 -0.04 -0.04 0.02
H 4.4988 -1.3358 -13.2237 -0.83 0.37 -0.68
H 2.7235 -1.1807 -13.0861 -0.03 0.09 -0.09
C 1.9236 6.6886 6.3895 -0.16 0.07 -0.13
Cl 1.6756 5.2654 7.4111 -0.02 0.02 0.03
Cl 2.7460 6.2665 4.8810 -0.03 0.04 -0.07
H 0.9573 7.1217 6.1513 0.01 -0.13 -0.05
H 2.5287 7.4043 6.9275 0.11 -0.13 -0.03
C 4.6073 -1.6895 -0.2081 0.15 0.08 0.07
Cl 3.0481 -1.2702 -0.9342 -0.09 0.04 0.11
Cl 5.2171 -3.2266 -0.8286 -0.15 -0.02 0.06
H 5.3233 -0.9080 -0.4403 -0.04 -0.05 -0.10
H 4.4839 -1.7705 0.8666 -0.03 -0.06 -0.06
C -2.1816 -1.8464 -2.0693 -0.07 0.10 -0.38
Cl -1.8698 -2.1988 -0.3550 1.10 -0.02 -0.31
Cl -0.7394 -2.1059 -3.0480 -0.05 0.04 0.04
H -2.9719 -2.5011 -2.4217 0.08 -0.07 0.10
H -2.4884 -0.8090 -2.1584 0.07 -0.01 0.14
C -8.7210 -1.3428 1.0832 0.03 0.05 0.01
Cl -9.3792 -2.9782 0.9416 0.10 -0.05 0.02
Cl -9.9326 -0.1174 0.6930 0.07 0.06 0.02
H -8.3817 -1.1887 2.1024 -0.11 -0.03 -0.01
H -7.8890 -1.2423 0.3942 -0.27 -0.05 0.05
C 3.2218 7.1200 10.7696 0.06 -0.15 0.10
Cl 2.1028 7.5614 12.0606 0.04 -0.05 0.01
Cl 2.9035 8.0413 9.2929 0.12 0.14 0.16
H 4.2352 7.3259 11.0970 -0.06 0.11 -0.03
H 3.1077 6.0633 10.5515 -0.10 0.07 -0.05
C 5.0340 -1.0265 -10.1409 -0.16 0.17 -0.01
Cl 4.8251 -2.4326 -9.0910 -0.02 -0.01 0.05
Cl 5.8393 -1.4596 -11.6528 0.88 -0.12 0.82
H 4.0560 -0.6125 -10.3707 0.00 -0.11 -0.03
H 5.6368 -0.2885 -9.6231 0.07 -0.10 -0.03
C -1.7215 -9.6646 5.4014 -0.05 -0.14 -0.04
Cl -1.3317 -8.2739 6.4238 0.05 -0.42 0.27
Cl -1.6627 -9.2426 3.6863 -0.01 -0.05 -0.01
H -1.0013 -10.4522 5.5940 0.06 0.11 -0.03
H -2.7216 -10.0066 5.6447 0.00 0.13 -0.03
C 8.7343 -3.1877 -0.8466 0.01 -0.06 -0.15
Cl 8.7534 -2.4865 0.7788 -0.11 -0.03 0.05
Cl 9.9314 -2.4237 -1.8957 -0.03 -0.04 -0.03
H 8.9557 -4.2474 -0.7742 0.09 0.07 0.07
H 7.7482 -3.0393 -1.2723 0.15 0.07 0.03

---

13
Properties=species:S:1:pos:R:3:forces:R:3 method="wB97M-V/def2-TZVPD" homo_ev=-8.6 orbital_gap_ev=9.208 energy_ev=-25921.101 total_charge=0 smiles=CSSC.O
C -1.0999 -0.1996 1.0699 -1.11 0.67 -0.66
S -2.0218 0.8013 -0.2157 -0.18 -0.91 -0.22
S -1.6526 -0.1779 -2.0306 -0.26 1.46 1.03
C 0.0744 0.2827 -2.2638 1.32 0.41 0.72
H -1.7190 -0.1405 1.9931 0.70 0.11 -0.55
H -0.1538 0.3272 1.1147 0.07 -0.55 0.64
H -1.0370 -1.2443 0.7551 0.14 0.24 -0.01
H 0.5978 1.2651 -2.0244 -1.73 -0.73 0.45
H 0.2932 0.2533 -3.3082 0.15 -0.89 -0.86
H 0.5586 -0.4937 -1.6671 0.71 0.18 -0.60
H 2.2121 -0.2274 1.4231 0.01 0.07 0.08
H 2.0767 -0.5650 2.8979 0.01 -0.05 0.13
O 1.8713 0.1188 2.2560 0.17 -0.02 -0.16

---

14
Properties=species:S:1:pos:R:3:forces:R:3 method="wB97M-V/def2-TZVPD" homo_ev=-10.2 orbital_gap_ev=9.440 energy_ev=-16283.062 total_charge=0 smiles="CN(N=O)/C(O)=N/[N+](=O)[O-]"
C -0.1025 0.2508 -1.3433 0.71 -1.11 -1.18
C 0.1568 -0.5285 0.9964 -0.74 1.71 -1.78
N 0.4259 1.3892 -0.9827 -0.45 0.21 1.20
N -1.0273 -1.8188 -0.7327 -1.12 -0.45 -1.42
N -0.2949 -0.7634 -0.4021 1.44 1.74 1.65
N 0.5298 2.4713 -1.9058 0.16 -3.23 0.96
O -1.3945 -2.4814 0.1896 0.36 -0.38 0.54
O 0.0971 2.2533 -2.9990 -1.12 0.31 -2.76
O 1.0890 3.4373 -1.5560 0.68 1.58 1.03
O -0.3589 -0.2071 -2.5591 -0.42 -1.16 1.94
H 0.9853 -1.1433 1.2352 1.11 -0.34 -0.04
H 0.3484 0.5736 0.9278 0.12 -1.19 1.09
H -0.6314 -0.8403 1.6296 -0.88 0.19 0.77
H -0.2924 0.5501 -3.0931 0.17 2.13 -2.02